1.
Below is C20H40ClNiO10S5 as an isolated structure in a non-equilibrium geometry, with properties calculated with ωB97M-V with the def2-TZVPD basis set.

Computed properties:
2S+1: 3
LUMO energy (spin up / spin down) (eV): -2.00 / -2.01
Charge: +1
Orbital gap (spin up / spin down) (eV): 9.2540 / 9.1898
Expectation value of S²: 2.003
Energy above the lowest of the compared OMol25 structures with the same formula, charge and spin (kJ/mol): 0.00
Calculated total energy (Ha): -5497.65729
HOMO (spin up / spin down) (eV): -11.26 / -11.20

CARTESIAN COORDINATES (ANGSTROEM)
1 Ni -2.97328 -0.55304 -30.42471
2 Cl -5.31776 -0.43307 -30.07495
3 C -5.18609 3.54671 -27.89741
4 C -4.34373 3.38348 -26.59063
5 C -3.30763 2.28332 -26.83921
6 S -2.68130 2.57877 -28.61144
7 O -2.66255 1.34096 -29.39857
8 O -1.59701 3.55996 -28.68240
9 C -4.22475 3.40349 -29.11693
10 H -5.62815 4.54026 -27.82284
11 H -5.93309 2.75970 -28.00090
12 H -4.96405 3.22009 -25.70938
13 H -3.82913 4.33711 -26.47285
14 H -3.66662 1.25456 -26.86886
15 H -2.39233 2.18792 -26.25507
16 H -4.61164 2.72200 -29.87455
17 H -3.96746 4.35221 -29.58791
18 C 2.40112 1.33592 -29.58736
19 C 2.97232 -0.12384 -29.78743
20 C 1.75487 -1.04846 -29.69966
21 S 0.20722 0.04651 -29.62232
22 O -0.13916 0.21658 -28.22761
23 O -0.84393 -0.42717 -30.53922
24 C 1.06335 1.53108 -30.23576
25 H 3.07848 2.04305 -30.06615
26 H 2.41615 1.50728 -28.51102
27 H 3.66960 -0.40513 -28.99826
28 H 3.39646 -0.26618 -30.78138
29 H 1.74168 -1.73920 -28.85656
30 H 1.67090 -1.59714 -30.63774
31 H 0.48302 2.40009 -29.92570
32 H 1.18907 1.44376 -31.31496
33 C -2.23729 -4.39064 -27.83538
34 C -3.64120 -4.35488 -27.25278
35 C -4.15614 -2.91991 -27.03293
36 S -2.62033 -1.87199 -27.23801
37 O -2.59120 -0.92993 -26.13742
38 O -2.53142 -1.31506 -28.57938
39 C -1.41685 -3.25583 -27.08965
40 H -2.30740 -4.28052 -28.91753
41 H -1.70601 -5.33026 -27.68385
42 H -3.80260 -4.92127 -26.33558
43 H -4.17371 -4.93050 -28.00988
44 H -4.37410 -2.93032 -25.96499
45 H -4.99005 -2.53443 -27.61952
46 H -1.32211 -3.50060 -26.03172
47 H -0.40747 -3.00253 -27.41383
48 C -1.37556 -3.56012 -34.73264
49 C -2.88226 -3.94488 -35.08534
50 C -3.73506 -3.29862 -34.00226
51 S -2.78570 -3.53204 -32.45932
52 O -3.28644 -4.75164 -31.74490
53 O -2.78108 -2.20406 -31.80656
54 C -1.20743 -3.96533 -33.23649
55 H -1.31813 -2.48518 -34.90385
56 H -0.69439 -4.08794 -35.40011
57 H -3.07544 -5.01455 -35.00429
58 H -3.18191 -3.65769 -36.09323
59 H -4.77065 -3.61952 -33.88974
60 H -3.81317 -2.21437 -34.08219
61 H -1.22717 -5.05439 -33.19583
62 H -0.34003 -3.66552 -32.64841
63 C -2.75870 1.76762 -35.65559
64 C -2.91052 3.17160 -35.02957
65 C -3.29894 2.83035 -33.54943
66 S -2.12315 1.56424 -32.98849
67 O -2.76181 0.54889 -32.10044
68 O -0.86945 2.19412 -32.57761
69 C -1.93355 0.81934 -34.72365
70 H -2.26084 1.86682 -36.62015
71 H -3.73417 1.29903 -35.78592
72 H -3.66845 3.68590 -35.62044
73 H -1.98521 3.70001 -35.25906
74 H -4.30994 2.45854 -33.38289
75 H -3.13008 3.69171 -32.90316
76 H -2.44128 -0.13711 -34.59916
77 H -0.87735 0.57967 -34.84652

Atom charges from the Mulliken analysis, given in e for atoms 1 to 8: number 1, Ni, carries 1.68; number 2, Cl, carries -0.62; number 3, C, carries -0.71; number 4, C, carries -0.66; number 5, C, carries -0.67; number 6, S, carries 0.74; number 7, O, carries 0.16; number 8, O, carries -0.77

2.
Below is C4H7NO as an isolated structure in a non-equilibrium geometry, with properties calculated with ωB97M-V with the def2-TZVPD basis set.

Computed properties:
2S+1: 1
LUMO energy (eV): -0.34
Charge: 0
Orbital gap (eV): 10.5435
Energy above the lowest of the compared OMol25 structures with the same formula, charge and spin (kJ/mol): 316.32
Calculated total energy (Ha): -286.51117
HOMO (eV): -10.89

CARTESIAN COORDINATES (ANGSTROEM)
1 C 1.64356 0.42175 -0.19101
2 C 0.57634 0.22048 0.87390
3 C -0.65195 -0.39515 0.23977
4 O -1.79958 -0.03966 0.80321
5 C -1.31081 -0.09890 -1.60284
6 N -2.41152 -0.42117 -1.84874
7 H 2.54310 0.86954 0.23288
8 H 1.91285 -0.53688 -0.64592
9 H 1.24395 1.06406 -0.97784
10 H 0.31125 1.15247 1.38824
11 H 0.95650 -0.46543 1.65544
12 H -0.54191 -1.41842 -0.09539
13 H -2.47178 -0.35270 0.16830

Atom charges from the Mulliken analysis, given in e for atoms 1 to 8: number 1, C, carries -1.15; number 2, C, carries -0.20; number 3, C, carries -0.02; number 4, O, carries -0.46; number 5, C, carries 0.15; number 6, N, carries -0.57; number 7, H, carries 0.36; number 8, H, carries 0.31

3.
Below is C11H14BBeN7 as an isolated structure in a non-equilibrium geometry, with properties calculated with ωB97M-V with the def2-TZVPD basis set.

Computed properties:
2S+1: 1
LUMO energy (eV): 0.17
Charge: 0
Orbital gap (eV): 8.6743
Energy above the lowest of the compared OMol25 structures with the same formula, charge and spin (kJ/mol): 0.00
Calculated total energy (Ha): -850.49825
HOMO (eV): -8.51

CARTESIAN COORDINATES (ANGSTROEM)
1 H -0.45318 3.17332 2.29322
2 N -0.26479 1.69350 0.76551
3 B 0.49240 0.39423 -1.25398
4 N 0.45519 1.69342 -0.40183
5 C 1.12187 2.86548 -0.56539
6 Be -1.33573 -1.26397 1.13360
7 H 1.72872 3.05425 -1.44334
8 C 0.83237 3.67239 0.53527
9 H 1.18884 4.66800 0.72511
10 C -0.02697 2.88767 1.34216
11 H 0.78749 0.71542 -2.36674
12 C -2.59534 -1.01977 2.22812
13 H -2.92366 0.02797 2.17469
14 H -2.23753 -1.22138 3.25057
15 H -3.45865 -1.67659 2.03041
16 N -0.94972 -0.23324 -1.22730
17 N 1.64765 -0.44427 -0.67520
18 N -1.46818 -1.13799 -0.29614
19 N 1.58189 -1.77968 -0.47637
20 C -1.87179 -0.04506 -2.19523
21 C 2.92358 -0.06575 -0.42646
22 H -1.68908 0.63350 -3.02061
23 H 3.22343 0.96905 -0.50401
24 C -2.97599 -0.85900 -1.94039
25 C 3.65631 -1.18788 -0.05438
26 C -2.68779 -1.54224 -0.76820
27 C 2.77192 -2.26300 -0.08070
28 H -3.88169 -0.93648 -2.52644
29 H 4.70254 -1.22421 0.17760
30 H -3.31489 -2.27455 -0.26748
31 H 2.94665 -3.31219 0.11441
32 H 0.69985 -2.24477 -0.65042
33 N 1.17218 -0.74746 2.49150
34 C 0.20212 -0.96872 1.87839

Atom charges from the Mulliken analysis, given in e for atoms 1 to 8: number 1, H, carries 0.41; number 2, N, carries -0.42; number 3, B, carries -0.17; number 4, N, carries 0.42; number 5, C, carries -0.26; number 6, Be, carries -0.15; number 7, H, carries 0.49; number 8, C, carries -0.85